{
  "formula": "C2F3IS",
  "method": "the ωB97M-V functional and the def2-TZVPD basis",
  "elements": ["C", "C", "F", "F", "F", "S", "I"],
  "coordinates": [[-0.66473, 0.43546, 0.04358], [0.47884, -0.51956, -0.10612], [-0.39267, 1.70796, 0.23111], [-1.82767, 0.41411, -0.56990], [0.33069, -1.48186, -1.00891], [-0.41989, -0.62968, 1.45380], [2.49543, 0.07357, -0.04356]],
  "atomic_forces_ev_per_a": [[0.4104, 0.0106, 1.2341], [-0.5115, 0.6674, 0.0883], [0.7141, 1.3346, 0.1237], [-0.3817, -0.9203, -1.0124], [-0.2659, -0.8308, -0.4585], [-0.0665, -0.4822, 0.1071], [0.1011, 0.2207, -0.0824]],
  "de_lowest_kcal_mol": 0.0,
  "fmax_ev_per_a": 1.519,
  "homo_lumo_gap_ev": 9.72,
  "homo_ev": -9.95,
  "smiles": "FC1(F)S[C@]1(F)I"
}